Run i
Computed, not measured: a single C26H29ClN4O3 molecule, with ωB97M-V/def2-TZVPD.

Bonds (Å) are listed after each position.
Positions of all 63 atoms, in Å:
1 Cl -3.709 -2.106 1.226  C11 1.726
2 O -5.800 -1.372 -0.560  C16 1.415, C26 1.348
3 O 2.756 3.458 1.010  C27 1.215
4 O 8.300 -1.812 -0.650  C10 1.414, C20 1.407
5 N 2.431 1.715 -0.388  C27 1.354, C29 1.446, H50 1.007
6 N 5.569 -1.034 -1.006  C9 1.456, C25 1.386, C33 1.455
7 N 4.456 -2.452 0.450  C25 1.331, C30 1.320
8 N -1.107 4.812 0.107  C12 1.319, C13 1.319
9 C 6.116 -2.236 -1.618  N6 1.456, C10 1.531, H53 1.089, H56 1.095
10 C 7.295 -2.792 -0.815  O4 1.414, C9 1.531, H41 1.091, H52 1.099
11 C -3.780 -0.619 0.351  Cl1 1.726, C24 1.377, C26 1.403
12 C -2.032 3.880 -0.022  N8 1.319, C19 1.397, H45 1.082
13 C 0.154 4.439 0.206  N8 1.319, C18 1.395, H46 1.081
14 C -3.918 1.754 -1.037  C17 1.383, C28 1.391, H35 1.079
15 C 2.769 -1.699 1.945  C22 1.388, C30 1.382, H59 1.078
16 C -6.945 -1.194 -1.372  O2 1.415, C34 1.526, H36 1.099, H39 1.097
17 C -4.924 0.817 -1.183  C14 1.383, C26 1.392, H38 1.078
18 C 0.560 3.104 0.172  C13 1.395, C27 1.493, C32 1.389
19 C -1.758 2.511 -0.064  C12 1.397, C28 1.467, C32 1.394
20 C 7.784 -0.672 -0.008  O4 1.407, C33 1.536, H57 1.102, H61 1.091
21 C 3.783 -0.155 0.401  C22 1.385, C25 1.411, C29 1.509
22 C 2.880 -0.419 1.417  C15 1.388, C21 1.385, H40 1.081
23 C -9.470 -1.631 0.524  C31 1.524, H43 1.088, H54 1.087, H58 1.087
24 C -2.773 0.311 0.490  C11 1.377, C28 1.395, H37 1.079
25 C 4.616 -1.215 -0.016  N6 1.386, N7 1.331, C21 1.411
26 C -4.878 -0.391 -0.492  O2 1.348, C11 1.403, C17 1.392
27 C 2.011 2.788 0.322  O3 1.215, N5 1.354, C18 1.493
28 C -2.828 1.519 -0.206  C14 1.391, C19 1.467, C24 1.395
29 C 3.775 1.193 -0.278  N5 1.446, C21 1.509, H47 1.094, H49 1.096
30 C 3.556 -2.688 1.386  N7 1.320, C15 1.382, H48 1.082
31 C -8.364 -2.623 0.185  C23 1.524, C34 1.530, H60 1.091, H62 1.092
32 C -0.421 2.130 0.042  C18 1.389, C19 1.394, H44 1.082
33 C 6.623 -0.053 -0.801  N6 1.455, C20 1.536, H42 1.095, H63 1.087
34 C -7.809 -2.443 -1.229  C16 1.526, C31 1.530, H51 1.091, H55 1.091
35 H -3.972 2.674 -1.600  C14 1.079
36 H -6.644 -1.067 -2.421  C16 1.099
37 H -1.958 0.102 1.165  C24 1.079
38 H -5.747 1.031 -1.846  C17 1.078
39 H -7.497 -0.302 -1.055  C16 1.097
40 H 2.248 0.377 1.784  C22 1.081
41 H 7.766 -3.624 -1.340  C10 1.091
42 H 6.985 0.262 -1.785  C33 1.095
43 H -10.286 -1.709 -0.193  C23 1.088
44 H -0.166 1.079 0.030  C32 1.082
45 H -3.051 4.240 -0.070  C12 1.082
46 H 0.887 5.225 0.316  C13 1.081
47 H 4.213 1.106 -1.277  C29 1.094
48 H 3.481 -3.720 1.703  C30 1.082
49 H 4.331 1.936 0.305  C29 1.096
50 H 1.775 1.186 -0.938  N5 1.007
51 H -8.629 -2.383 -1.947  C34 1.091
52 H 6.932 -3.131 0.165  C10 1.099
53 H 5.328 -2.984 -1.686  C9 1.089
54 H -9.102 -0.608 0.516  C23 1.087
55 H -7.192 -3.307 -1.483  C34 1.091
56 H 6.457 -1.959 -2.621  C9 1.095
57 H 7.426 -0.938 1.000  C20 1.102
58 H -9.866 -1.836 1.516  C23 1.087
59 H 2.074 -1.917 2.739  C15 1.078
60 H -7.544 -2.522 0.898  C31 1.091
61 H 8.611 0.035 0.077  C20 1.091
62 H -8.760 -3.637 0.274  C31 1.092
63 H 6.247 0.812 -0.259  C33 1.087

Summary:
Molar mass   481.00 g mol⁻¹
Highest occupied orbital energy   -8.14 eV
Frontier orbital gap   8.6 eV

***

Run ii
Computed, not measured: 5 unconnected molecules or ions with the total composition C26H29ClN4O3, with ωB97M-V/def2-TZVPD.

Bonds (Å) are listed after each position.
Positions of all 63 atoms, in Å:
1 Cl -2.856 -1.559 1.659  C14 1.783
2 O 0.131 0.904 -1.491  C17 1.209
3 O -1.575 0.338 -0.059  C17 1.368, C30 1.455
4 O -2.025 1.572 -1.840  C17 1.358, C23 1.445
5 N 6.273 3.432 4.793  C24 1.331, C32 1.332
6 N -3.949 0.271 -5.295  C12 1.331, C22 1.334
7 N -0.128 -4.395 0.275  C15 1.331, C25 1.332
8 N 3.455 -0.247 3.006  C19 1.331, C27 1.332
9 C 2.399 0.995 0.743  C13 1.386, C18 1.386, H50 1.078
10 C -4.509 -2.421 -1.296  C34 1.520, H43 1.079, H52 1.079, H59 1.079
11 C -3.569 2.568 -4.719  C22 1.386, C26 1.385, H49 1.082
12 C -4.660 0.689 -6.339  N6 1.331, C20 1.387, H51 1.084
13 C 3.737 1.142 1.073  C9 1.386, C19 1.386, H56 1.081
14 C -3.804 -0.650 0.453  Cl1 1.783, C30 1.496, C34 1.520, H37 1.078
15 C 0.683 -5.244 -0.352  N7 1.331, C28 1.387, H42 1.085
16 C 5.773 1.489 6.106  C31 1.385, C32 1.387, H61 1.081
17 C -1.032 0.941 -1.160  O2 1.209, O3 1.368, O4 1.358
18 C 1.596 0.216 1.562  C9 1.386, C27 1.387, H41 1.080
19 C 4.212 0.502 2.207  N8 1.331, C13 1.386, H36 1.085
20 C -4.871 2.027 -6.641  C12 1.387, C26 1.385, H45 1.081
21 C 0.443 -2.743 -1.366  C25 1.387, C33 1.385, H48 1.082
22 C -3.416 1.207 -4.507  N6 1.334, C11 1.386, H63 1.080
23 C -3.247 1.330 -1.107  O4 1.445, C30 1.507, H44 1.077, H60 1.074
24 C 7.233 3.729 5.666  N5 1.331, C29 1.386, H58 1.085
25 C -0.236 -3.169 -0.233  N7 1.332, C21 1.387, H62 1.084
26 C -4.312 2.984 -5.811  C11 1.385, C20 1.385, H54 1.082
27 C 2.171 -0.378 2.676  N8 1.332, C18 1.387, H57 1.085
28 C 1.408 -4.919 -1.489  C15 1.387, C33 1.385, H35 1.081
29 C 7.526 2.958 6.781  C24 1.386, C31 1.385, H55 1.081
30 C -2.892 -0.028 -0.558  O3 1.455, C14 1.496, C23 1.507, H39 1.083
31 C 6.777 1.814 7.003  C16 1.385, C29 1.385, H53 1.083
32 C 5.564 2.328 5.022  N5 1.332, C16 1.387, H38 1.083
33 C 1.283 -3.640 -2.005  C21 1.385, C28 1.385, H46 1.083
34 C -4.908 -1.501 -0.153  C10 1.520, C14 1.520, H40 1.081, H47 1.077
35 H 2.053 -5.651 -1.955  C28 1.081
36 H 5.253 0.588 2.498  C19 1.085
37 H -4.277 0.157 0.989  C14 1.078
38 H 4.790 2.110 4.297  C32 1.083
39 H -2.645 -0.633 -1.422  C30 1.083
40 H -5.743 -0.881 -0.447  C34 1.081
41 H 0.549 0.068 1.344  C18 1.080
42 H 0.750 -6.235 0.083  C15 1.085
43 H -3.927 -1.945 -2.070  C10 1.079
44 H -3.204 2.054 -0.311  C23 1.077
45 H -5.457 2.308 -7.505  C20 1.081
46 H 1.833 -3.346 -2.890  C33 1.083
47 H -5.256 -2.134 0.648  C34 1.077
48 H 0.321 -1.733 -1.732  C21 1.082
49 H -3.113 3.281 -4.045  C11 1.082
50 H 1.994 1.473 -0.134  C9 1.078
51 H -5.082 -0.092 -6.961  C12 1.084
52 H -3.990 -3.304 -0.960  C10 1.079
53 H 6.974 1.185 7.861  C31 1.083
54 H -4.453 4.038 -6.013  C26 1.082
55 H 8.319 3.249 7.455  C29 1.081
56 H 4.401 1.740 0.464  C13 1.081
57 H 1.578 -0.994 3.343  C27 1.085
58 H 7.792 4.635 5.456  C24 1.085
59 H -5.414 -2.763 -1.774  C10 1.079
60 H -4.148 1.331 -1.691  C23 1.074
61 H 5.164 0.606 6.238  C16 1.081
62 H -0.900 -2.499 0.300  C25 1.084
63 H -2.840 0.841 -3.670  C22 1.080

Summary:
Molar mass   481.00 g mol⁻¹
Highest occupied orbital energy   -9.28 eV
Frontier orbital gap   9.7 eV

***

Taking the most stable structure as the zero point, the relative energies in kcal/mol are run i 0.0; run ii 40.0.